[1]
# C3H7O2

The ion C3H7O2 with charge -1 at a distorted geometry (the ωB97M-V functional and the def2-TZVPD basis, OMol25).

Calculated values
- E (eV) = -7317.438
- lowest unoccupied orbital energy (eV) = 3.654
- charge = -1
- highest occupied orbital energy (eV) = -1.66
- Kohn-Sham gap (eV) = 5.31

Each line ends with the Mulliken charge.
Geometry (Å):
O (1.06260, 2.07532, 0.10806)  -0.91
C (-0.10228, 1.45884, 0.29121)  -0.62
C (-0.03388, -0.08884, 0.59054)  -0.40
C (-0.66457, -0.93475, -0.45483)  -0.32
O (-0.02738, -2.21154, -0.43294)  -0.52
H (-0.81561, 1.82052, -0.36985)  0.35
H (-0.68022, 1.95555, 1.12992)  0.17
H (1.10161, -0.45202, 0.57404)  0.17
H (-0.42693, -0.27884, 1.51384)  0.34
H (-1.71633, -1.08980, -0.22256)  0.20
H (-0.45374, -0.61595, -1.54548)  0.26
H (-0.48623, -2.86127, -1.04239)  0.27

Forces on atoms 1 to 3 (eV/Å):
O 1.068 -0.090 -0.348
C 1.284 0.680 2.637
C 3.323 0.789 -3.018


[2]
# C25H28Cl2N6O3S2Ta

A structure of composition C25H28Cl2N6O3S2Ta at a distorted geometry (the ωB97M-V functional and the def2-TZVPD basis, OMol25).

Calculated values
- E (eV) = -89726.864
- lowest unoccupied orbital energy (eV) = -3.086
- charge = +1
- highest occupied orbital energy (eV) = -10.91
- Kohn-Sham gap (eV) = 7.82

Each line ends with the Mulliken charge.
Geometry (Å):
Ta (10.29959, 8.99313, 13.41740)  1.03
Cl (10.78959, 5.57596, 13.03689)  -0.14
C (9.20852, 5.64908, 12.38808)  0.91
C (8.50421, 4.46291, 12.07836)  -0.73
C (7.13829, 4.50771, 11.77113)  -0.40
C (6.44675, 5.72430, 11.58345)  -0.87
C (7.24791, 6.85799, 11.74022)  0.89
Cl (6.37172, 8.32220, 11.61710)  -0.21
C (8.58597, 6.87514, 12.17795)  -0.69
N (9.31112, 8.07220, 12.24858)  -0.34
H (8.96088, 3.49594, 12.19713)  0.44
H (6.55671, 3.63007, 11.78155)  0.42
H (5.39972, 5.85562, 11.32503)  0.44
C (10.39938, 10.53542, 20.88776)  -1.42
C (9.77940, 10.27344, 19.57560)  0.72
C (9.14843, 9.03843, 19.42188)  -0.48
C (8.54301, 8.63994, 18.21859)  -0.43
C (8.69900, 9.45713, 17.14770)  -0.04
C (8.98399, 10.81971, 17.30074)  -0.53
C (9.57659, 11.19276, 18.52936)  -0.66
S (8.47654, 8.77517, 15.50259)  1.35
O (9.67182, 7.87862, 15.18256)  -0.56
O (7.16166, 8.24052, 15.33332)  -0.55
O (8.84500, 9.97254, 14.57480)  -0.76
H (9.54611, 10.74060, 21.54858)  0.33
H (11.04271, 11.38854, 20.82032)  0.40
H (11.04811, 9.68166, 21.19267)  0.36
H (9.06691, 8.23294, 20.20944)  0.28
H (8.01981, 7.67029, 18.01707)  0.40
H (8.63821, 11.44011, 16.50415)  0.59
H (9.76582, 12.23837, 18.66850)  0.43
C (8.56958, 12.60077, 9.28770)  -0.73
C (8.14126, 11.21348, 9.78284)  -0.62
N (9.14661, 10.66477, 10.71656)  0.32
C (9.88418, 11.50575, 11.50521)  0.11
N (10.50676, 10.96392, 12.59698)  0.59
C (11.17256, 11.85897, 13.49101)  -0.82
C (11.85446, 13.06647, 12.77433)  -0.70
C (10.81425, 13.77529, 12.03878)  -0.66
N (9.93664, 12.85068, 11.30218)  0.18
C (8.83040, 13.44474, 10.49120)  -0.76
H (7.76974, 13.01656, 8.70447)  0.39
H (9.43495, 12.47364, 8.61178)  0.31
H (8.10830, 10.61167, 8.84911)  0.32
H (7.16408, 11.30207, 10.21046)  0.40
H (8.87238, 9.74915, 11.10774)  -0.27
H (11.92854, 11.30153, 14.02540)  0.49
H (10.49699, 12.21362, 14.23529)  0.34
H (12.68090, 12.72657, 12.14259)  0.29
H (12.29302, 13.72655, 13.53285)  0.36
H (11.22090, 14.52708, 11.30356)  0.38
H (10.10889, 14.38406, 12.62431)  0.40
H (9.01949, 14.47432, 10.22118)  0.41
H (7.96187, 13.55087, 11.17228)  0.35
C (16.27327, 10.01905, 11.43468)  -1.28
C (14.92786, 9.41284, 11.65497)  0.93
C (14.03477, 9.19258, 10.60052)  -0.94
C (12.77479, 8.92332, 10.95981)  -0.12
N (12.31806, 8.89446, 12.23096)  -0.06
C (13.33604, 8.90829, 13.16592)  0.33
S (12.61776, 8.70384, 14.76279)  -0.38
N (14.65422, 9.07832, 12.91891)  -0.57
H (17.10095, 9.32947, 11.54908)  0.32
H (16.42900, 10.78892, 12.18268)  0.33
H (16.32397, 10.40564, 10.40979)  0.35
H (14.34397, 9.05307, 9.55842)  0.38
H (12.00202, 8.75424, 10.20051)  0.48

Forces on atoms 1 to 3 (eV/Å):
Ta 2.825 0.501 -0.586
Cl 0.383 0.142 -0.042
C -1.156 -1.266 -0.749


[3]
# C41H41Br2Cl2N8O4PTb

A structure of composition C41H41Br2Cl2N8O4PTb at a distorted geometry (the ωB97M-V functional and the def2-TZVPD basis, OMol25).

Calculated values
- E (eV) = -260144.603
- lowest unoccupied orbital energy (spin up / spin down) (eV) = -3.200 / -3.197
- ⟨S²⟩ = 12.67
- spin multiplicity = 7
- charge = +1
- highest occupied orbital energy (spin up / spin down) (eV) = -9.72 / -9.73
- Kohn-Sham gap (spin up / spin down) (eV) = 6.52 / 6.53

Each line ends with the Mulliken charge.
Geometry (Å):
Tb (-0.18047, 0.31390, -0.73666)  -0.42
O (1.70457, 3.45582, 1.66757)  -0.80
C (0.99845, 2.84432, 0.86699)  -0.03
O (0.96299, 1.50244, 0.73917)  -0.03
C (0.13118, 3.55088, -0.08792)  0.57
C (-0.04514, 4.95063, 0.03720)  -0.74
C (-0.80945, 5.61084, -0.92267)  -0.63
C (-1.36388, 4.87035, -1.99668)  -0.91
C (-1.12161, 3.49535, -2.06633)  -0.51
N (-0.41590, 2.84961, -1.11350)  0.90
H (0.42426, 5.42990, 0.90245)  0.54
H (-0.96018, 6.69567, -0.83920)  0.43
H (-1.99881, 5.35641, -2.75569)  0.47
H (-1.48125, 2.90828, -2.90862)  0.34
N (-5.21051, -2.29186, 8.27069)  -0.49
C (-4.62776, -1.92494, 7.34641)  -0.24
C (-3.90508, -1.46560, 6.17902)  0.66
C (-4.60921, -1.33350, 4.98123)  -1.06
C (-3.92023, -0.94823, 3.84779)  -0.05
C (-2.52835, -0.72426, 3.91329)  0.34
C (-1.83694, -0.84586, 5.13968)  -0.19
C (-2.52577, -1.20658, 6.27536)  -0.88
C (-1.83705, -0.43306, 2.65816)  1.00
C (-2.31606, 0.68217, 1.91621)  -0.57
C (-3.21658, 1.65535, 2.46880)  -0.62
C (-3.61844, 2.48429, 1.38924)  -1.78
C (-2.96089, 2.00733, 0.26713)  -0.36
N (-2.11529, 0.94881, 0.55508)  1.34
C (-0.89698, -1.37442, 2.20417)  -0.65
C (-0.56571, -2.58031, 2.92236)  -0.69
C (0.35519, -3.28904, 2.10998)  -1.66
C (0.55486, -2.51254, 0.96651)  -1.02
N (-0.18274, -1.34106, 0.97654)  2.43
H (-5.68742, -1.52292, 5.00779)  0.43
H (-4.45802, -0.80686, 2.91596)  0.42
H (-0.75687, -0.66704, 5.18417)  0.48
H (-2.03898, -1.32226, 7.25351)  0.42
H (-3.57501, 1.70455, 3.49457)  0.71
H (-4.31023, 3.33868, 1.42357)  0.42
H (-3.07704, 2.36438, -0.75688)  0.58
H (-0.97588, -2.88794, 3.88726)  0.63
H (0.85540, -4.23533, 2.35096)  0.46
H (1.21130, -2.73330, 0.12734)  0.36
C (-3.30701, -2.06387, -0.08257)  -0.88
C (-3.35124, -1.58932, -1.49413)  0.56
C (-4.50075, -1.90559, -2.28561)  -1.22
C (-4.56122, -1.52266, -3.60669)  -1.16
C (-3.46530, -0.79937, -4.16424)  1.01
C (-3.39840, -0.41586, -5.52760)  -0.06
Br (-4.79504, -0.78214, -6.71930)  -0.21
C (-2.26651, 0.26917, -6.00896)  -0.10
C (-1.19466, 0.58666, -5.16913)  -0.35
Br (0.32771, 1.45441, -5.72077)  -0.18
C (-1.23453, 0.17966, -3.78906)  -0.83
O (-0.23829, 0.45682, -2.96568)  0.09
C (-2.36221, -0.51302, -3.28281)  -0.05
N (-2.32074, -0.88378, -1.96263)  1.11
H (-4.06666, -2.85423, 0.07408)  0.59
H (-3.54406, -1.24747, 0.61997)  0.00
H (-2.30456, -2.43754, 0.16038)  -0.14
H (-5.32797, -2.44296, -1.79870)  0.49
H (-5.42269, -1.78184, -4.24218)  0.33
H (-2.26427, 0.57203, -7.05825)  0.46
Cl (4.78000, 1.56260, -3.39507)  -0.16
C (3.22670, 2.42644, -3.48190)  -0.32
Cl (2.09260, 1.76141, -2.20529)  0.19
H (2.70755, 2.23296, -4.42476)  0.07
H (3.38122, 3.48971, -3.25895)  0.43
C (5.38850, -1.49610, 1.51523)  -0.85
N (5.54251, -0.98164, 0.13263)  0.18
C (6.08889, 0.40333, 0.12515)  -0.80
N (5.27358, 1.29125, 0.95054)  0.10
C (5.14669, 0.74927, 2.30988)  -0.85
N (4.56416, -0.58756, 2.33511)  0.17
C (3.14950, -0.55899, 1.97068)  -1.21
P (2.91142, 0.03227, 0.19596)  2.31
C (4.18085, -1.02615, -0.61752)  -1.40
C (3.95836, 1.58223, 0.36723)  -1.28
H (6.38204, -1.61107, 1.97089)  0.33
H (4.89907, -2.48364, 1.49672)  0.36
H (6.22650, -1.59712, -0.34861)  0.38
H (6.12133, 0.80262, -0.88822)  0.34
H (7.12531, 0.37807, 0.52399)  0.35
H (4.52897, 1.44695, 2.91119)  0.42
H (6.14810, 0.70425, 2.77538)  0.30
H (2.60142, 0.13376, 2.63430)  0.40
H (2.71979, -1.56584, 2.09947)  0.31
H (4.37944, -0.68970, -1.64532)  0.12
H (3.87967, -2.07912, -0.64824)  0.44
H (3.38987, 2.29587, 1.00252)  0.31
H (4.10514, 2.05853, -0.62243)  0.57
C (0.10268, -3.15507, -2.87948)  -0.72
C (1.51346, -2.65627, -2.65838)  -0.61
O (1.46425, -1.27733, -2.07173)  0.64
H (0.12046, -4.17919, -3.27606)  0.49
H (-0.43821, -2.52921, -3.60930)  0.14
H (-0.48281, -3.15768, -1.94743)  0.00
H (2.10424, -2.58281, -3.58297)  0.47
H (2.08088, -3.28962, -1.97046)  0.31
H (1.16576, -0.69956, -2.82286)  0.00

Forces on atoms 1 to 3 (eV/Å):
Tb -0.535 -0.443 -0.166
O -0.759 -0.643 -0.840
C 0.810 -2.242 1.203


[4]
# C10H10O2

An isolated molecule of C10H10O2 (the ωB97M-V functional and the def2-TZVPD basis, OMol25).

Calculated values
- E (eV) = -14627.946
- lowest unoccupied orbital energy (eV) = 0.749
- charge = 0
- highest occupied orbital energy (eV) = -9.36
- Kohn-Sham gap (eV) = 10.11

Each line ends with the Mulliken charge.
Geometry (Å):
O (-3.21575, -0.30280, -0.29419)  -0.57
C (-2.07073, -0.64164, -0.19852)  0.39
O (-1.59215, -1.68697, -0.89261)  -0.50
C (-1.09514, 0.04020, 0.77846)  0.40
C (-1.23067, 1.57245, 0.70776)  -0.90
C (-0.17423, 2.01436, -0.33706)  -0.90
C (0.89695, 0.95208, -0.18016)  0.50
C (2.22010, 0.95262, -0.59439)  -0.69
C (3.01368, -0.17457, -0.34728)  -0.47
C (2.49058, -1.28155, 0.30368)  -0.49
C (1.15703, -1.29872, 0.71347)  -0.10
C (0.37952, -0.16946, 0.46978)  -0.57
H (-0.64298, -1.75953, -0.75394)  0.42
H (-1.35700, -0.34590, 1.77388)  0.49
H (-0.98470, 2.01982, 1.66972)  0.31
H (-2.25480, 1.86107, 0.44406)  0.36
H (-0.60658, 1.97709, -1.35690)  0.28
H (0.19543, 3.02982, -0.16811)  0.41
H (2.64973, 1.82194, -1.08966)  0.42
H (4.06230, -0.16362, -0.63749)  0.38
H (3.13042, -2.14589, 0.48639)  0.37
H (0.74894, -2.17122, 1.23199)  0.46

Forces on atoms 1 to 3 (eV/Å):
O 0.080 -0.073 -0.104
C 0.075 0.120 0.371
O -0.360 0.004 -0.180


Values of energy relative to the best compared isomer or geometry (same formula, charge and spin), in order: 81.0 0.0 0.0 0.0, all in kcal/mol.